The following is a DFT calculation (wB97M-V/def2-TZVPD) of C5H13N as an isolated structure.

The calculation puts the highest occupied orbital energy at -6.69 eV. Its spin multiplicity is 1. The value obtained for the HOMO-LUMO gap is 6.6 eV. The calculation puts the total energy at -6880.0801 eV. Its LUMO energy is -0.12 eV.

```
19
C5H13N wB97M-V/def2-TZVPD
C 3.0101 -0.0157 -0.1667
N 1.8113 -0.5989 0.4087
C -0.5179 0.9398 -0.1999
C -1.6420 0.5242 0.5530
C -1.3035 0.2507 -1.2900
C -1.7516 -0.8742 1.1191
H 3.0037 -0.1909 -1.2862
H 3.9522 -0.5052 0.2083
H 3.1100 1.0980 -0.0421
H 1.8981 -0.3959 1.4406
H -0.2338 1.9859 -0.3374
H 0.7253 0.1501 0.1192
H -2.4838 1.1664 0.6087
H -2.4016 0.3095 -1.4390
H -0.9525 -0.7931 -1.2988
H -0.9701 0.7183 -2.2283
H -2.6893 -1.3888 0.8091
H -1.7015 -0.8994 2.2786
H -0.8632 -1.4807 0.7434
```